[1]
ORCA calculation (the ωB97M-V functional and the def2-TZVPD basis) on a molecular structure, C13H22I2N5PdS.

Geometry (Å):
Pd: 0.078516 -0.099798 -1.153353
S: -0.435733 -2.475555 -0.872874
C: -2.152859 -2.342790 -0.804542
N: -2.909479 -3.431711 -0.664704
C: -4.370250 -3.402868 -0.635569
C: -4.829714 -2.064720 -0.082136
C: -4.184156 -0.946622 -0.884090
N: -2.742334 -1.152906 -0.889947
H: -2.421149 -4.310385 -0.626473
H: -4.713680 -4.227096 -0.013404
H: -4.764359 -3.555246 -1.643670
H: -4.530393 -1.982099 0.964445
H: -5.914605 -1.990298 -0.133250
H: -4.388944 0.029011 -0.446798
H: -4.564273 -0.939795 -1.909124
H: -2.060959 -0.401667 -1.010546
N: 2.761671 -1.153260 -0.323094
C: 3.729729 -1.357370 -1.458673
C: 3.339732 -0.535315 -2.688349
N: 2.202371 -1.004205 -3.453221
H: 3.040849 -0.403843 0.309148
H: 2.619850 -1.993960 0.234799
H: 1.783336 -0.859880 -0.655105
H: 3.722653 -2.419859 -1.694922
H: 4.718565 -1.086533 -1.091625
H: 4.214431 -0.498233 -3.338679
H: 3.142350 0.494987 -2.373923
H: 1.365120 -1.093592 -2.878246
H: 2.382690 -1.894840 -3.900429
N: 0.753668 0.794001 1.084797
C: 0.246292 1.691493 1.596706
C: -0.419075 2.797547 2.236156
C: -0.107497 4.103325 1.866887
C: -0.754364 5.154799 2.493003
C: -1.700905 4.900254 3.477077
C: -2.009185 3.595606 3.840016
C: -1.369957 2.535421 3.220444
H: 0.633598 4.289179 1.101076
H: -0.521210 6.172794 2.213097
H: -2.201758 5.725096 3.966097
H: -2.747138 3.403445 4.606648
H: -1.598446 1.514073 3.492959
I: -0.145705 2.031004 -2.661418
I: -0.867450 1.102092 -5.051151

Cartesian forces (eV/Å) of the 2 atoms listed first:
Pd -0.2 0.2 0.0
S -0.3 0.3 0.0

Its net charge is +1. Its calculated total energy is -1903.627342 Ha. The calculation puts the energy above the lowest of the compared OMol25 structures with the same formula, charge and spin at 38.7 kcal per mole. Its multiplicity is 1. The calculation puts the LUMO energy at -3.84 eV. As for the HOMO energy: -10.1 eV.

Results of the Löwdin charge analysis, in e, for atoms 1 through 4:
1. Pd -0.215
2. S 0.592
3. C -0.794
4. N 0.018

[2]
ORCA calculation (the ωB97M-V functional and the def2-TZVPD basis) on 2 unconnected molecules or ions with the total composition C7H15N.

Geometry (Å):
C: -0.286047 1.842385 -0.194645
C: -1.184849 2.070679 -1.214653
C: -2.656431 2.424492 -0.971260
C: 1.238778 1.527899 -0.310026
H: -0.656242 2.059407 0.822275
H: -0.850603 1.963527 -2.250251
H: -2.755428 3.378244 -1.512549
H: -3.444560 1.758854 -1.381968
H: -2.863440 2.668437 0.064895
H: 1.587554 1.588845 -1.362598
H: 1.505635 0.557107 0.089639
H: 1.785720 2.294606 0.273900
C: 2.254303 -2.616564 0.283075
C: 0.725853 -2.507081 0.338816
C: -0.785562 -1.452846 1.719218
N: 0.404042 -1.965096 1.671795
H: 2.547033 -2.991244 -0.702651
H: 2.696659 -1.591545 0.372772
H: 2.707137 -3.249633 1.049250
H: 0.248152 -3.487025 0.223365
H: 0.364127 -1.842476 -0.460339
H: -1.373154 -1.317180 0.786170
H: -1.208676 -1.113791 2.665771

Cartesian forces (eV/Å) of the 2 atoms listed first:
C -0.6 0.6 -1.4
C 1.0 -1.3 2.1

Its calculated total energy is -330.395374 Ha. The calculation puts the energy above the lowest of the compared OMol25 structures with the same formula, charge and spin at 45.5 kcal per mole. Its multiplicity is 1. As for the structure (SMILES): C/C=C/C.C=NCC. The calculation puts the LUMO energy at 1.11 eV. As for the HOMO energy: -9.1 eV.

Results of the Löwdin charge analysis, in e, for atoms 1 through 4:
1. C -0.166
2. C -0.173
3. C -0.120
4. C -0.097

[3]
ORCA calculation (the ωB97M-V functional and the def2-TZVPD basis) on 12 unconnected molecules or ions with the total composition C60H108N18O6.

Geometry (Å):
C: -2.576250 -2.621559 -7.217475
C: -3.640238 -1.563493 -6.982947
N: -3.321764 -0.613584 -5.967595
C: -2.234534 0.208258 -6.110101
C: -2.127085 0.931735 -4.898569
N: -3.092316 0.489470 -3.997083
C: -3.869831 -0.376348 -4.713838
C: -3.344077 1.000501 -2.616155
H: -1.687678 -2.074946 -7.533302
H: -2.775284 -3.220502 -8.106156
H: -2.340251 -3.211472 -6.331809
H: -4.519523 -2.121796 -6.661606
H: -3.928206 -1.132555 -7.941842
H: -1.686208 0.221547 -7.040461
H: -1.414026 1.671649 -4.566181
H: -4.840531 -0.769872 -4.450628
H: -2.524987 1.620363 -2.251503
H: -3.561499 0.174067 -1.939524
H: -4.279337 1.557407 -2.673072
C: 8.058615 1.969995 0.887024
C: 7.250021 1.823812 2.169546
N: 5.805556 1.919198 2.002239
C: 5.029718 2.958558 2.430825
C: 3.710632 2.642483 2.059374
N: 3.684967 1.336968 1.522937
C: 5.003446 0.904980 1.530968
C: 2.517354 0.466878 1.170189
H: 9.098006 1.791205 1.162361
H: 8.127491 2.996213 0.526141
H: 7.595293 1.398064 0.083094
H: 7.612020 2.557313 2.889988
H: 7.567249 0.907247 2.666926
H: 5.578541 3.828226 2.760806
H: 2.825400 3.210241 2.305216
H: 5.465846 0.064173 1.035369
H: 1.602791 0.803510 1.658402
H: 2.695506 -0.559916 1.489659
H: 2.360928 0.671981 0.111150
C: 1.826886 3.054397 -7.508102
C: 2.783304 2.390663 -6.450193
N: 2.127330 1.247147 -5.875797
C: 1.798709 0.054342 -6.466052
C: 1.210873 -0.831215 -5.584187
N: 1.045329 -0.070595 -4.408294
C: 1.580012 1.204240 -4.639473
C: 0.399926 -0.577820 -3.231353
H: 0.862911 3.349980 -7.093994
H: 1.650497 2.392778 -8.356188
H: 2.340004 3.950801 -7.856341
H: 2.944924 3.086668 -5.627061
H: 3.723445 1.934363 -6.760080
H: 2.053960 -0.108054 -7.502813
H: 0.860926 -1.851110 -5.645329
H: 1.590949 2.051109 -3.969319
H: 0.238260 -1.654517 -3.283126
H: -0.595499 -0.154824 -3.096097
H: 1.119493 -0.418714 -2.428220
C: -0.948779 -4.266707 7.512604
C: -0.091394 -3.948422 6.267503
N: -0.720204 -3.126248 5.361788
C: -1.240530 -3.454178 4.115210
C: -1.788370 -2.330433 3.511516
N: -1.614381 -1.298350 4.434544
C: -1.063263 -1.831460 5.611267
C: -1.921231 0.087259 4.119817
H: -0.393110 -5.013716 8.079451
H: -1.937150 -4.684038 7.320089
H: -1.071878 -3.390281 8.148851
H: 0.144877 -4.900170 5.791625
H: 0.884546 -3.498000 6.448524
H: -1.114913 -4.444099 3.702077
H: -2.143068 -2.121394 2.513068
H: -0.794717 -1.308105 6.517027
H: -2.974270 0.285176 4.319893
H: -1.705795 0.229195 3.060792
H: -1.301274 0.778269 4.691010
C: 4.758879 -1.767732 7.270528
C: 4.710755 -0.865607 6.008410
N: 3.627948 -1.264824 5.169442
C: 2.551742 -0.469596 4.768127
C: 1.792892 -1.270283 3.877344
N: 2.388158 -2.505832 3.708334
C: 3.494300 -2.451158 4.435699
C: 1.886638 -3.513736 2.750924
H: 5.740886 -1.588347 7.708255
H: 4.653087 -2.845284 7.144899
H: 4.027847 -1.507338 8.035958
H: 5.572732 -0.967840 5.349127
H: 4.599965 0.212678 6.122930
H: 2.318000 0.503982 5.172983
H: 0.887108 -1.032096 3.339556
H: 4.201002 -3.257848 4.563011
H: 2.561118 -3.975208 2.029653
H: 1.015291 -3.071773 2.267693
H: 1.398349 -4.288978 3.341416
C: -4.378983 4.081800 5.692080
C: -3.537613 3.009474 5.011686
N: -3.661851 3.150744 3.560211
C: -4.562566 2.427145 2.750276
C: -4.419640 2.826838 1.436965
N: -3.399803 3.748630 1.391851
C: -2.944753 3.956298 2.686958
C: -2.761838 4.294930 0.212814
H: -5.458139 4.039584 5.544568
H: -4.141927 5.132804 5.526890
H: -4.190500 4.004079 6.762845
H: -3.794264 1.976470 5.246463
H: -2.507483 3.191832 5.317772
H: -5.241696 1.672466 3.118578
H: -4.951939 2.591517 0.527194
H: -2.189151 4.649966 3.025010
H: -2.846594 3.691516 -0.690963
H: -1.710431 4.561394 0.320724
H: -3.314560 5.194269 -0.058813
C: 5.222553 -3.924767 -2.383211
C: 3.962492 -3.697230 -3.249423
N: 2.764044 -3.855457 -2.457668
C: 2.494917 -3.188375 -1.291106
C: 1.216308 -3.459956 -0.909399
N: 0.656903 -4.276004 -1.793642
C: 1.600811 -4.489187 -2.799559
C: -0.671086 -4.823147 -1.645431
H: 5.475366 -3.006620 -1.852931
H: 6.131904 -4.173171 -2.930456
H: 5.014212 -4.763882 -1.719443
H: 4.000336 -4.368938 -4.107024
H: 3.912367 -2.683486 -3.646805
H: 3.234366 -2.584673 -0.785989
H: 0.729242 -3.190537 0.016117
H: 1.513395 -5.172759 -3.631107
H: -0.764058 -5.798506 -2.123076
H: -1.307923 -4.092727 -2.144450
H: -0.953739 -4.901019 -0.595605
C: 2.449597 8.645501 1.251509
C: 2.828342 7.339913 1.959130
N: 2.389108 6.258579 1.153135
C: 1.151432 5.640435 0.985985
C: 1.190145 4.662000 -0.021087
N: 2.446922 4.712675 -0.588278
C: 3.144762 5.690932 0.131658
C: 2.934028 4.002493 -1.741058
H: 2.763324 8.817054 0.221830
H: 2.868255 9.560472 1.670613
H: 1.382365 8.840625 1.356603
H: 2.290318 7.272010 2.904664
H: 3.896780 7.215410 2.135281
H: 0.325703 6.044193 1.553024
H: 0.413397 4.005413 -0.384340
H: 4.147351 6.046097 -0.055637
H: 3.882858 3.559438 -1.438537
H: 2.987910 4.608712 -2.645322
H: 2.256252 3.221580 -2.085859
C: -4.475063 -4.103751 1.467913
C: -3.524040 -3.982753 0.269146
N: -3.850252 -4.917416 -0.793959
C: -3.847750 -6.320825 -0.707734
C: -4.163182 -6.737792 -2.019769
N: -4.246323 -5.616519 -2.841415
C: -3.965605 -4.520052 -2.119574
C: -4.448590 -5.529046 -4.280440
H: -4.298212 -5.066362 1.947692
H: -5.548482 -4.090128 1.278993
H: -4.270888 -3.366027 2.243913
H: -2.532281 -4.123651 0.698872
H: -3.492484 -2.962178 -0.112312
H: -3.513898 -6.811945 0.194346
H: -4.369688 -7.711853 -2.438054
H: -3.932363 -3.517194 -2.519028
H: -5.434075 -5.167304 -4.573809
H: -4.166213 -6.509054 -4.665069
H: -3.682547 -4.837240 -4.630707
C: -1.552748 5.071243 -3.054408
C: -0.579249 3.995429 -3.466671
O: -0.266296 3.080176 -2.636847
O: -0.092096 4.037629 -4.608179
H: -1.271228 6.099307 -3.282299
H: -1.603868 5.243210 -1.979279
H: -2.563679 4.877842 -3.413175
C: -5.334959 -0.443198 0.016015
C: -5.985426 -0.476084 1.413004
O: -7.056580 0.129754 1.699774
O: -5.433316 -1.104477 2.316860
H: -4.248894 -0.397300 0.096485
H: -5.799044 0.382242 -0.523767
H: -5.736737 -1.374282 -0.383683
C: -1.374161 0.948894 0.033718
C: -0.997616 -0.576121 0.106169
O: -1.415445 -1.358384 -0.767605
O: -0.308509 -0.925451 1.101151
H: -1.158281 1.538820 0.924498
H: -2.427544 1.126477 -0.182979
H: -0.779699 1.373400 -0.775296

Cartesian forces (eV/Å) of the 2 atoms listed first:
C 1.1 1.1 -0.5
C -2.0 -2.4 -0.6

Its net charge is +6. Its calculated total energy is -3785.712747 Ha. Its multiplicity is 1. The calculation puts the LUMO energy at -12.07 eV. As for the HOMO energy: -16.2 eV.

Results of the Löwdin charge analysis, in e, for atoms 1 through 4:
1. C -0.057
2. C -0.186
3. N -0.053
4. C 0.018

[4]
ORCA calculation (the ωB97M-V functional and the def2-TZVPD basis) on a molecular structure, C7H12.

Geometry (Å):
C: -2.125877 -0.074572 0.414061
C: -1.182867 -0.625206 -0.629333
C: 0.009266 0.123415 -1.174305
C: 0.592071 1.318204 -0.397054
C: 1.567222 0.679230 0.610818
C: 0.920559 -0.672954 0.966399
C: 0.214758 -1.111429 -0.330857
H: -2.900745 0.542965 -0.053630
H: -2.627890 -0.890244 0.946432
H: -1.617968 0.543490 1.159798
H: -1.702338 -1.223470 -1.381132
H: 0.168466 0.092664 -2.250562
H: 1.182804 1.969816 -1.029631
H: -0.225632 1.936205 0.015588
H: 2.714647 0.404829 -0.062767
H: 2.554780 1.058221 0.931863
H: 0.203808 -0.680839 1.807214
H: 1.727883 -1.340740 1.242753
H: 0.527050 -2.049577 -0.785646

Cartesian forces (eV/Å) of the 2 atoms listed first:
C 0.0 0.1 0.1
C -0.1 0.0 0.0

Its calculated total energy is -273.797275 Ha. The calculation puts the energy above the lowest of the compared OMol25 structures with the same formula, charge and spin at 69.8 kcal per mole. Its multiplicity is 1. The calculation puts the LUMO energy at 1.03 eV. As for the HOMO energy: -9.1 eV.

Results of the Löwdin charge analysis, in e, for atoms 1 through 4:
1. C -0.073
2. C -0.267
3. C -0.209
4. C -0.169